Entry 1:
A single C11H14N2O2 molecule at a distorted geometry, computed with the ωB97M-V functional and the def2-TZVPD basis.

Values from the calculation:
- SMILES = COCCn1nc2ccccc2c1OC
- charge = 0
- HOMO (eV) = -7.138
- F_max (eV/A) = 9.1
- energy (Ha) = -687.2199
- spin multiplicity = 1

Atoms and positions in Å:
H (-3.167, -0.351, 2.418)
O (-3.594, -0.794, 0.243)
H (1.942, 2.259, -0.362)
C (3.738, -0.334, 0.223)
N (-0.805, -0.270, -0.652)
H (0.811, 3.882, -0.028)
H (-1.936, 0.400, -2.248)
C (2.663, 0.651, 0.459)
H (0.984, 2.651, 1.288)
C (0.933, 2.745, 0.086)
C (1.150, -1.161, -0.366)
C (-2.118, -0.205, -1.446)
O (-0.176, 1.877, -0.236)
H (-4.040, -1.879, 1.887)
H (-1.920, -1.626, 1.347)
H (-4.037, 0.507, -1.158)
C (3.510, -1.615, 0.073)
H (-3.260, 1.335, 0.118)
C (0.085, 0.659, -0.098)
N (-0.034, -1.403, -0.842)
H (3.162, 1.860, 0.209)
H (4.456, -2.089, 0.157)
C (-3.088, -1.243, 1.609)
C (1.347, 0.207, 0.129)
H (1.968, -3.130, -0.564)
H (4.838, 0.008, 0.489)
H (-2.388, -1.161, -2.035)
C (-3.303, 0.304, -0.352)
C (2.276, -2.086, -0.350)

Entry 2:
12 unconnected molecules or ions with the total composition C28H79N4O13 at a distorted geometry, computed with the ωB97M-V functional and the def2-TZVPD basis.

Values from the calculation:
- charge = +1
- HOMO (eV) = -11.283
- F_max (eV/A) = 2.8
- energy (Ha) = -2310.8971
- spin multiplicity = 1

Atoms and positions in Å:
H (4.931, -8.804, 1.459)
O (2.378, 5.156, 1.888)
H (3.020, 5.874, 1.927)
H (2.774, -3.737, -4.461)
H (8.275, 3.994, 1.498)
H (4.762, 0.009, 0.919)
H (-4.406, 8.346, 2.701)
C (-4.728, 4.189, -1.048)
H (0.534, -2.639, -4.634)
H (3.977, -8.899, -3.891)
H (1.312, -1.048, -4.668)
O (1.423, -2.073, -2.883)
C (3.746, 0.409, 0.898)
H (-9.754, 3.487, -3.614)
C (3.047, 0.014, -0.386)
C (-3.341, -4.639, -0.042)
H (-3.244, -8.244, 1.383)
H (1.940, 3.448, 2.922)
C (-3.952, 8.431, 0.588)
H (-5.551, 7.469, 1.667)
H (-3.220, 3.156, 2.679)
H (1.019, 3.224, -0.959)
C (1.410, -2.077, -4.308)
H (3.560, -2.167, -4.488)
H (-1.536, -1.216, 1.464)
H (-1.318, -2.483, 2.688)
H (-0.091, -5.710, 1.449)
C (6.942, 2.978, 2.864)
O (4.572, -7.989, 1.826)
C (-1.584, -2.319, 1.616)
O (3.532, -7.354, -2.627)
H (-5.224, 9.215, -0.664)
H (2.196, -1.570, -2.596)
H (4.780, -6.760, -4.915)
H (-1.476, 3.022, -1.236)
N (-3.316, -5.997, 0.025)
H (-2.485, -4.955, 3.005)
C (-2.952, -6.209, 1.335)
H (2.515, -1.750, 0.249)
H (-1.693, 3.378, 0.469)
H (0.783, 3.576, 0.761)
H (3.126, -6.170, -4.987)
C (2.085, -5.532, 1.592)
H (-8.043, 4.876, -4.288)
H (-0.023, 1.201, -0.565)
C (-0.468, -2.973, 0.736)
H (-9.801, 4.501, -5.916)
C (0.362, 3.057, -0.099)
H (-4.098, 2.881, 4.194)
N (-2.761, -5.056, 2.033)
H (0.122, -2.135, 0.286)
H (-3.739, 5.863, -0.946)
H (3.663, 3.855, 2.838)
H (-1.037, 4.622, -0.609)
O (5.891, 2.015, 2.817)
H (-10.493, 2.867, -5.933)
C (2.546, 4.994, 4.298)
H (2.306, -8.314, -3.974)
H (-5.605, 9.223, 1.729)
C (-5.273, 4.440, -2.440)
H (-3.294, 7.560, 0.593)
H (-1.145, 2.190, 3.732)
C (-2.138, 1.981, 4.142)
H (0.748, -5.041, -0.051)
C (2.680, -2.715, -4.833)
H (2.317, -6.529, 1.150)
C (-9.025, 3.197, -4.378)
O (-2.666, 4.332, 4.272)
C (-4.931, 8.363, 1.744)
H (2.970, -6.571, -2.627)
C (7.475, 3.252, 1.471)
C (-1.040, 3.556, -0.387)
H (3.792, 1.494, 1.002)
H (2.914, -4.853, 1.297)
N (-2.778, -7.449, 1.802)
H (-6.187, 3.873, -2.611)
H (-5.488, 5.502, -2.584)
H (7.001, -6.061, 0.517)
H (-8.846, 3.159, -6.527)
C (3.740, -7.075, -5.015)
C (3.353, -8.005, -3.884)
H (1.546, 5.413, 4.422)
H (5.236, -6.117, 2.303)
C (2.658, 4.268, 2.971)
C (0.702, -5.022, 1.062)
H (3.611, -7.559, -5.985)
H (6.678, 3.618, 0.822)
H (-3.332, 9.331, 0.654)
H (-2.164, -7.593, 2.594)
H (6.253, 1.207, 2.437)
O (-3.527, 4.927, -0.836)
H (3.222, -0.004, 1.765)
O (-7.827, 3.942, -4.177)
H (-1.801, 4.511, 3.885)
H (-3.560, -3.976, -0.893)
N (-3.023, -4.081, 1.136)
C (5.635, -7.039, 1.878)
H (6.571, -7.720, 0.054)
H (-5.459, 4.481, -0.287)
H (-8.786, 2.142, -4.243)
O (-4.650, 8.440, -0.656)
H (-4.537, 4.157, -3.196)
H (3.250, 5.830, 4.342)
C (-9.579, 3.441, -5.769)
O (2.999, -1.411, -0.512)
O (0.429, -3.706, 1.579)
H (-4.494, 3.131, -0.915)
H (2.752, 4.320, 5.131)
H (-0.838, -3.584, -0.114)
H (7.863, 2.336, 1.018)
O (0.342, 1.658, 0.202)
H (5.407, -6.425, -0.176)
C (-3.115, 3.081, 3.767)
H (-2.030, 1.919, 5.226)
H (6.414, -7.418, 2.547)
H (7.736, 2.602, 3.517)
O (-2.944, -2.753, 1.323)
H (-2.475, 1.012, 3.765)
H (2.027, 0.402, -0.405)
H (3.584, 0.410, -1.250)
H (2.686, -2.736, -5.925)
H (2.039, -5.643, 2.696)
C (6.191, -6.792, 0.489)
H (6.537, 3.889, 3.305)

Entry 3:
A molecular structure, C92H91Ge2N9O4STi at a distorted geometry, computed with the ωB97M-V functional and the def2-TZVPD basis.

Values from the calculation:
- charge = -1
- expectation value of S² = 0.8797
- HOMO (alpha / beta) (eV) = -4.005 / -4.468
- F_max (eV/A) = 1.7
- energy (Ha) = -9755.8271
- spin multiplicity = 2

Atoms and positions in Å:
H (6.717, -3.804, -2.284)
H (7.178, 0.888, 0.622)
C (-0.101, -3.978, 5.938)
H (-1.196, 6.897, 1.287)
C (-8.114, 1.946, 1.771)
H (-7.941, 0.782, -0.452)
C (2.069, -4.059, 7.146)
H (-1.223, 4.061, 2.709)
C (1.221, 3.093, 3.718)
C (-1.460, 2.246, -0.017)
O (1.073, -1.537, 5.739)
H (1.186, 1.244, 4.799)
H (-1.687, 3.920, -2.748)
C (-5.789, 2.216, 0.970)
H (0.818, 9.129, 0.206)
C (1.718, -2.464, 5.275)
H (1.397, -7.265, -3.386)
H (-8.398, 4.302, 0.161)
H (-5.150, -5.330, 0.166)
C (1.887, -4.116, 1.009)
H (5.779, -1.724, -1.377)
N (1.241, 5.296, 2.682)
C (1.298, 2.317, 4.882)
C (1.980, -2.706, 0.831)
N (-0.323, 1.726, 0.515)
H (0.535, 4.035, -5.447)
C (2.704, 3.886, -2.840)
C (-2.565, 0.179, -1.108)
H (5.260, -5.392, -3.506)
H (2.520, 2.584, -1.130)
C (3.491, -4.213, -3.202)
C (-4.962, 4.604, -2.844)
H (6.815, -4.465, 2.027)
H (1.711, 4.725, 7.205)
H (-0.605, -3.928, 4.972)
C (-3.956, -0.211, -0.827)
H (2.854, -4.891, -3.757)
H (1.363, -5.951, 5.146)
C (-3.617, 4.701, -3.130)
H (-5.561, -3.149, -3.521)
C (2.919, -0.567, 1.660)
C (-1.089, 1.220, -2.391)
C (-2.153, -0.960, -3.539)
H (2.655, 5.065, -4.638)
C (1.070, 2.347, 2.440)
C (-1.934, -5.482, -2.515)
C (2.946, -1.950, 1.487)
H (6.000, -0.295, 1.203)
C (2.781, 0.087, -3.533)
H (2.915, -5.198, 4.811)
H (5.162, -3.209, 0.657)
H (2.519, -4.707, 1.650)
C (5.658, -3.599, -2.392)
H (-6.433, 3.752, -1.591)
C (1.450, -0.315, -5.525)
H (-6.890, -6.110, -1.637)
C (-3.163, 2.786, -1.691)
C (0.370, -3.396, -0.466)
H (-2.878, -7.203, -3.360)
C (-2.127, 1.741, -1.248)
H (3.623, 4.340, -2.488)
H (6.515, -4.596, 4.481)
H (-3.243, 5.454, -3.812)
C (-2.739, 3.798, -2.551)
C (1.159, 6.658, 2.577)
H (-5.688, 5.241, -3.334)
C (2.330, 0.443, -6.284)
H (-7.966, 0.870, 1.865)
H (-0.607, 7.250, -0.343)
H (-0.454, -3.153, 6.551)
Ge (3.010, -0.306, -1.558)
C (1.844, -5.027, 4.818)
H (-8.558, 2.306, -1.092)
H (0.966, -1.057, -3.585)
C (-1.111, 3.406, 1.862)
C (4.692, -3.481, 4.470)
H (7.087, -0.708, -0.127)
H (-2.813, 3.912, 0.587)
H (1.133, 4.769, 1.829)
H (-9.167, 2.146, 1.564)
C (3.644, 0.853, -4.311)
H (2.124, 5.638, 0.120)
C (1.466, 2.882, 6.130)
H (-4.617, -2.487, -2.180)
C (-5.316, -4.338, -0.259)
C (-0.387, 6.707, 0.578)
C (0.935, 2.282, -2.541)
H (4.493, 1.335, -3.845)
C (-4.241, -0.850, 0.329)
C (-1.051, -2.397, -2.136)
C (2.101, 2.895, -2.079)
H (-1.242, -2.116, 1.285)
O (-5.467, 1.872, 2.095)
C (6.517, 1.341, -2.454)
H (7.509, 1.441, -2.010)
C (1.677, -0.482, -4.168)
H (6.270, 2.280, -2.951)
N (-4.791, 2.262, 0.023)
H (-7.492, 4.393, 1.673)
O (-4.678, -6.268, -3.085)
H (1.968, 7.155, -0.763)
H (1.865, 9.094, 1.640)
H (-5.281, -1.031, 0.583)
C (0.859, -4.538, 0.226)
H (4.579, -3.510, 5.545)
H (-7.676, -4.519, -1.616)
H (-3.951, 1.921, 0.472)
H (3.063, 7.053, 0.624)
C (-1.789, -2.244, -3.362)
C (3.738, -2.819, 3.705)
H (1.894, -2.871, -2.737)
N (1.842, 0.253, 1.370)
H (1.773, -5.015, 7.582)
N (1.009, -2.254, -0.042)
H (1.734, -3.256, 7.803)
C (2.030, 1.369, 2.158)
C (1.424, -3.897, 5.761)
N (2.636, -2.169, 4.302)
H (-0.377, 5.644, 0.345)
C (4.844, -4.491, -3.071)
C (0.461, -6.776, -3.147)
H (3.696, 2.080, 3.455)
C (0.956, 7.186, 1.141)
C (-7.252, 2.515, 0.636)
H (-3.029, -4.024, -1.594)
C (-1.587, -0.710, -0.358)
C (2.100, 6.724, 0.231)
H (0.117, 9.057, 1.834)
C (-4.418, -5.293, -2.403)
C (1.478, 5.055, 5.110)
C (2.958, -3.058, -2.647)
C (-0.545, -3.519, -1.566)
C (-0.750, -7.371, -3.453)
C (5.038, -3.300, 1.730)
C (-0.083, 2.465, 1.663)
C (-5.524, -4.432, -1.776)
C (-6.868, -5.105, -2.057)
H (-6.650, 4.588, 0.147)
H (-3.534, -1.822, 2.152)
C (-1.935, -6.734, -3.136)
C (3.768, -2.124, -1.999)
C (3.425, 1.032, -5.671)
H (-2.705, -0.547, -4.368)
S (-1.123, 1.908, -4.099)
N (-0.853, -1.103, -1.566)
C (-7.452, 4.045, 0.641)
C (4.857, 2.671, -0.117)
C (1.563, 4.260, 6.239)
C (-1.957, 3.291, 0.785)
C (6.494, 0.094, 0.316)
H (-4.473, -3.700, 0.010)
C (3.291, 1.308, 2.823)
H (-6.207, -3.915, 0.209)
H (-1.981, -3.060, -4.043)
C (-5.511, -3.050, -2.434)
C (0.469, -5.541, -2.529)
N (-3.144, -4.871, -2.134)
N (0.257, 1.259, -1.938)
C (0.940, 8.715, 1.208)
H (3.158, -4.029, 7.095)
H (4.768, -0.304, 2.885)
H (-7.036, -5.190, -3.130)
C (-0.706, -4.860, -2.206)
H (1.412, -5.080, -2.278)
H (5.719, 2.949, 0.492)
C (3.931, -2.701, 2.318)
C (5.788, -4.078, 3.869)
H (3.989, 2.614, 0.541)
H (4.687, 3.464, -0.846)
C (0.981, 3.730, -4.509)
H (-6.897, 1.803, -1.424)
H (-0.364, -4.921, 6.422)
C (5.122, -2.426, -1.876)
H (-4.732, 0.034, -1.544)
H (6.560, 0.553, -3.207)
H (1.554, 6.125, 5.198)
H (-6.376, -2.473, -2.102)
H (-7.842, 2.400, 2.721)
C (-1.944, -1.457, 0.786)
C (0.380, 2.750, -3.749)
C (-5.391, 3.737, -1.855)
Ge (5.213, 0.908, -0.991)
O (1.252, 7.425, 3.518)
C (2.168, 4.297, -4.051)
C (5.959, -3.998, 2.496)
H (2.159, 0.581, -7.346)
C (3.841, 0.104, 2.518)
H (-0.779, -8.346, -3.922)
H (4.107, 1.643, -6.251)
C (-1.699, -0.183, -2.375)
H (0.473, -5.536, 0.114)
C (1.295, 4.493, 3.845)
C (-3.238, -1.368, 1.216)
C (-4.493, 2.895, -1.193)
H (1.520, -4.821, 3.796)
H (0.578, -0.761, -5.988)
Ti (0.642, 0.002, -0.335)
C (-7.678, 1.819, -0.669)
H (2.519, -1.217, 3.977)
H (1.513, 2.244, 7.003)

Entry 4:
A gas-phase ion, C6H8N (charge +1) at a distorted geometry, computed with the ωB97M-V functional and the def2-TZVPD basis.

Values from the calculation:
- charge = +1
- HOMO (eV) = -14.064
- F_max (eV/A) = 4.0
- energy (Ha) = -287.7567
- spin multiplicity = 1

Atoms and positions in Å:
C (2.055, -0.599, 0.190)
H (-1.770, -1.765, 0.010)
C (-2.466, 0.191, -0.055)
H (0.973, 2.697, 0.314)
C (1.608, 1.779, 0.120)
H (-2.265, 1.095, -0.766)
N (1.325, 0.569, 0.126)
H (2.608, 2.161, 0.051)
H (-2.638, 0.472, 0.975)
C (-1.370, -0.809, -0.162)
C (-0.093, -0.777, -0.277)
H (-3.481, -0.190, -0.510)
H (3.050, -0.780, 0.415)
H (1.322, -2.522, -0.301)
C (1.141, -1.521, -0.129)